# 1
The following is a quantum chemistry calculation of a molecular structure, C20H24CeN7O6S in a non-equilibrium geometry, from OMol25.

Geometry as XYZ:
```
59
Properties=species:S:1:pos:R:3
Ce -0.039 -1.063 -0.757
C 0.164 -0.899 5.083
N -0.857 -0.880 4.051
C -2.180 -0.688 4.243
C -2.846 -0.873 3.046
N -1.884 -1.311 2.156
C -0.641 -1.344 2.759
S 0.798 -1.634 2.079
C -2.051 -1.757 0.774
C -3.106 -1.297 0.003
C -3.536 -2.148 -1.070
C -2.819 -3.308 -1.389
C -1.710 -3.611 -0.642
N -1.283 -2.809 0.360
H -0.273 -0.627 6.068
H 0.875 -0.110 4.821
H 0.636 -1.913 5.151
H -2.628 -0.405 5.263
H -3.943 -0.925 2.839
H -3.512 -0.302 0.057
H -4.324 -1.732 -1.742
H -3.174 -3.990 -2.166
H -1.121 -4.551 -0.769
N -1.096 -0.925 -3.303
C -0.684 -2.032 -4.231
C 0.678 -1.774 -4.859
C 1.784 -1.446 -3.790
C 2.308 -2.580 -2.851
N 2.163 -2.328 -1.364
H -2.110 -0.754 -3.416
H -0.734 -0.047 -3.684
H -1.426 -2.192 -5.027
H -0.649 -2.926 -3.544
H 0.673 -1.082 -5.703
H 0.992 -2.659 -5.403
H 1.539 -0.529 -3.185
H 2.654 -1.240 -4.412
H 3.418 -2.727 -3.032
H 1.864 -3.535 -3.111
H 3.007 -1.899 -0.988
H 2.177 -3.331 -0.991
O -0.583 1.001 0.216
C 0.619 1.533 -0.054
O 1.370 0.979 -0.840
C 0.938 2.803 0.726
C -0.026 3.568 1.409
C 0.407 4.753 1.967
C 1.606 5.361 1.763
C 2.575 4.548 1.162
C 2.269 3.255 0.722
N 3.840 5.041 0.876
O 4.112 6.040 1.639
O 4.616 4.411 0.150
N -0.628 5.439 2.732
O -1.736 4.923 2.825
O -0.282 6.535 3.245
H -1.049 3.085 1.604
H 1.828 6.352 2.148
H 3.023 2.559 0.388
```

Gap between HOMO and LUMO (alpha / beta) in eV: 6.3 / 6.3
Calculated total energy in hartree: -2483.908830
HOMO (alpha / beta) in Ha: -0.5091 / -0.5091
Expectation value of S²: 0.75
Total charge: +2
2S+1: 2
Max |F| in hartree/bohr: 0.1003



# 2
The following is a quantum chemistry calculation of a molecular structure, C6H8LiO6Yb in a non-equilibrium geometry, from OMol25.

Geometry as XYZ:
```
22
Properties=species:S:1:pos:R:3
Yb 0.032 1.671 0.003
O -0.009 -0.583 0.434
O 2.655 -1.418 0.251
C 3.467 -0.353 0.779
C 3.131 0.808 -0.135
O 1.854 0.416 -0.691
C 1.592 -0.945 -0.421
H 3.164 -0.161 1.817
H 4.515 -0.663 0.726
H 3.787 0.961 -0.999
H 3.108 1.766 0.394
Li 0.212 -2.157 -1.449
O -1.483 -1.901 -0.657
O -2.151 -0.554 1.044
C -3.374 -0.078 0.493
C -2.979 1.003 -0.529
O -1.656 0.712 -0.900
C -1.270 -0.871 0.030
H -3.874 -0.913 -0.020
H -4.003 0.297 1.308
H -3.067 2.006 -0.078
H -3.653 0.958 -1.400
```

Gap between HOMO and LUMO (alpha / beta) in eV: 4.2 / 6.8
Calculated total energy in hartree: -1851.010514
HOMO (alpha / beta) in Ha: -0.1562 / -0.2540
Expectation value of S²: 0.75
Relative energy (zero: lowest compared OMol25 entry of this formula, charge and spin) in kJ/mol: 67.2
2S+1: 2
Max |F| in hartree/bohr: 0.0597



# 3
The following is a quantum chemistry calculation of C21H27ClN4OS in the gas phase, from OMol25.

Geometry as XYZ:
```
55
Properties=species:S:1:pos:R:3
C -4.159 -0.291 -0.736
C -3.294 -1.495 -0.504
C -3.819 -2.773 -0.606
C -3.043 -3.898 -0.388
C -1.706 -3.734 -0.073
C -1.146 -2.474 0.028
C -1.940 -1.351 -0.173
N -1.390 -0.066 -0.110
C -0.490 0.391 0.806
N 0.013 1.633 0.586
C 1.038 2.183 1.447
H 1.022 1.615 2.379
H 0.792 3.227 1.664
C 2.437 2.105 0.827
H 2.459 2.620 -0.136
C 2.880 0.659 0.608
N 4.069 0.583 -0.222
C 5.275 0.993 0.479
C 6.455 0.964 -0.492
H 7.384 1.216 0.022
O 6.642 -0.318 -1.041
C 5.472 -0.743 -1.699
C 4.271 -0.755 -0.755
H 3.379 -1.055 -1.309
H 4.450 -1.488 0.050
H 5.678 -1.747 -2.075
H 5.257 -0.071 -2.545
H 6.272 1.691 -1.298
H 5.149 2.010 0.852
H 5.489 0.325 1.332
H 3.019 0.161 1.581
H 2.086 0.129 0.077
H 3.125 2.617 1.500
C -0.376 2.419 -0.567
C -1.811 2.894 -0.486
N -2.540 2.742 -1.585
C -3.794 3.163 -1.578
C -4.396 3.739 -0.472
C -3.643 3.876 0.685
C -2.325 3.450 0.680
H -1.710 3.537 1.562
H -4.074 4.309 1.575
H -5.423 4.064 -0.511
H -4.335 3.019 -2.504
H 0.277 3.294 -0.606
H -0.238 1.861 -1.501
S -0.080 -0.495 2.144
H -1.848 0.614 -0.701
H -0.102 -2.364 0.268
Cl -0.708 -5.121 0.178
H -3.469 -4.886 -0.463
H -4.863 -2.895 -0.854
H -4.093 0.401 0.105
H -3.855 0.241 -1.639
H -5.197 -0.589 -0.853
```

Gap between HOMO and LUMO in eV: 8.5
Calculated total energy in hartree: -1969.069342
HOMO in Ha: -0.2931
Relative energy (zero: lowest compared OMol25 entry of this formula, charge and spin) in kJ/mol: 11.3
Max |F| in hartree/bohr: 0.0154
SMILES: Cc1ccc(Cl)cc1NC(=S)N(CCCN1CCOCC1)Cc1ccccn1



# 4
The following is a quantum chemistry calculation of C3H7NO2 in the gas phase in a non-equilibrium geometry, from OMol25.

Geometry as XYZ:
```
13
Properties=species:S:1:pos:R:3
N -0.905 -1.228 -0.867
C -0.991 0.014 -0.527
O -2.220 0.419 -0.794
C 0.013 0.961 0.059
C 1.274 0.243 0.530
O 1.022 -0.605 1.630
H -2.333 -0.593 -1.251
H -0.017 -1.699 -0.900
H -0.459 1.492 0.895
H 0.267 1.709 -0.705
H 1.754 -0.259 -0.331
H 1.989 0.968 0.929
H 0.607 -1.423 1.331
```

Gap between HOMO and LUMO in eV: 11.0
Calculated total energy in hartree: -323.706449
HOMO in Ha: -0.3742
Relative energy (zero: lowest compared OMol25 entry of this formula, charge and spin) in kJ/mol: 195.6
Max |F| in hartree/bohr: 0.0572
SMILES: [H]/N=C(/O)CCO



# 5
The following is a quantum chemistry calculation of a molecular structure, C23H45BF4I2N2O5S, from OMol25.

Geometry as XYZ:
```
83
Properties=species:S:1:pos:R:3
C 3.343 -2.242 -0.460
C 2.904 -2.169 -1.915
O 2.145 -0.990 -2.206
B 2.732 0.219 -2.192
O 4.126 0.353 -2.097
C 1.785 1.530 -2.268
C 0.822 1.323 -3.445
N 1.483 0.998 -4.701
C 2.764 2.661 -2.411
O 3.219 3.147 -3.415
N 3.165 3.063 -1.090
C 2.042 2.840 -0.190
C 2.444 2.368 1.227
I 0.702 1.982 2.430
C 3.417 3.292 1.992
C 4.785 3.458 1.339
I 3.818 2.444 3.959
S 1.067 4.398 -0.352
O 0.689 4.451 -1.739
O 0.063 4.524 0.666
C 2.173 5.903 -0.115
F 3.375 5.803 -0.651
F 2.296 6.179 1.179
F 1.515 6.885 -0.702
C 1.108 1.801 -0.940
F 0.990 0.613 -0.217
H 3.362 -3.296 -0.179
H 4.348 -1.846 -0.332
H 2.625 -1.744 0.191
H 3.763 -2.273 -2.577
H 2.244 -3.012 -2.117
H 4.501 0.597 -2.953
H 0.144 0.511 -3.183
H 0.236 2.236 -3.588
H 1.618 0.009 -4.839
H 2.329 1.525 -4.862
H 4.035 2.619 -0.832
H 2.931 1.400 1.105
H 2.929 4.235 2.207
H 4.746 4.218 0.561
H 5.110 2.522 0.880
H 5.538 3.762 2.059
H 0.085 2.158 -1.067
C -0.888 -8.454 -0.287
C -1.760 -7.451 -1.037
C -0.992 -6.628 -2.069
C 0.125 -5.757 -1.492
C -0.323 -4.762 -0.423
C -1.330 -3.733 -0.931
H -0.107 -7.958 0.291
H -1.485 -9.044 0.410
H -0.406 -9.145 -0.981
H -2.254 -6.789 -0.321
H -2.559 -7.990 -1.551
H -1.698 -5.999 -2.618
H -0.556 -7.305 -2.810
H 0.594 -5.206 -2.315
H 0.909 -6.396 -1.076
H 0.558 -4.233 -0.049
H -0.743 -5.294 0.434
H -0.918 -3.167 -1.770
H -1.588 -3.022 -0.146
H -2.256 -4.204 -1.264
C -6.271 0.973 4.154
C -6.152 1.914 2.959
C -5.018 1.547 2.003
C -3.620 1.589 2.621
C -3.227 2.935 3.228
C -3.186 4.072 2.212
H -5.375 0.995 4.775
H -7.115 1.250 4.786
H -6.426 -0.057 3.823
H -6.027 2.940 3.313
H -7.092 1.900 2.401
H -5.054 2.214 1.137
H -5.195 0.540 1.613
H -2.891 1.325 1.847
H -3.536 0.814 3.388
H -2.236 2.832 3.678
H -3.904 3.195 4.046
H -2.488 3.848 1.403
H -2.859 5.001 2.681
H -4.169 4.255 1.773
```

Gap between HOMO and LUMO in eV: 8.8
Calculated total energy in hartree: -2807.042627
HOMO in Ha: -0.3274
Max |F| in hartree/bohr: 0.0156



# 6
The following is a quantum chemistry calculation of C20H25FN4O3S in the gas phase, from OMol25.

Geometry as XYZ:
```
54
Properties=species:S:1:pos:R:3
N 3.357 1.862 1.756
S 2.039 1.423 0.810
O 0.878 1.481 1.651
O 2.068 2.183 -0.406
C 2.397 -0.281 0.465
C 2.744 -0.688 -0.807
C 2.904 -2.039 -1.062
C 2.706 -2.974 -0.051
C 2.402 -2.535 1.235
C 2.245 -1.186 1.497
H 1.972 -0.823 2.474
H 2.264 -3.254 2.029
C 2.656 -4.441 -0.369
H 3.484 -4.736 -1.014
H 2.709 -5.024 0.552
C 1.324 -4.734 -1.098
N 0.228 -3.994 -0.514
C -0.194 -2.826 -1.073
O 0.130 -2.513 -2.198
C -1.032 -1.972 -0.129
N -2.113 -1.246 -0.764
C -3.006 -0.615 0.193
C -2.420 0.650 0.829
N -2.082 1.596 -0.221
C -2.001 2.944 0.090
C -3.079 3.613 0.687
C -3.069 4.963 0.958
C -1.962 5.722 0.617
C -0.885 5.098 0.013
C -0.900 3.741 -0.245
H -0.027 3.283 -0.680
H -0.010 5.673 -0.255
H -1.947 6.781 0.820
H -3.937 5.408 1.420
F -4.213 2.929 1.011
C -1.122 1.026 -1.142
H -0.162 0.809 -0.646
C -1.710 -0.255 -1.749
H -2.611 0.006 -2.312
H -0.991 -0.709 -2.428
H -0.936 1.736 -1.950
H -1.518 0.408 1.414
H -3.154 1.081 1.506
H -3.914 -0.342 -0.352
H -3.273 -1.335 0.970
H -1.480 -2.619 0.631
H -0.302 -1.313 0.379
H 0.009 -4.186 0.450
H 1.385 -4.403 -2.136
H 1.104 -5.804 -1.072
H 3.141 -2.372 -2.060
H 2.847 0.053 -1.583
H 3.995 2.450 1.245
H 3.064 2.303 2.613
```

Gap between HOMO and LUMO in eV: 7.7
Calculated total energy in hartree: -1719.922181
HOMO in Ha: -0.2706
Relative energy (zero: lowest compared OMol25 entry of this formula, charge and spin) in kJ/mol: 52.8
Max |F| in hartree/bohr: 0.0164
SMILES: NS(=O)(=O)c1ccc(CCNC(=O)CN2CCN(c3ccccc3F)CC2)cc1



# 7
The following is a quantum chemistry calculation of C5H6O2 in the gas phase, from OMol25.

Geometry as XYZ:
```
13
Properties=species:S:1:pos:R:3
O -1.085 2.476 0.153
C -0.150 2.090 1.143
C 0.451 0.807 0.749
C 0.677 -0.182 0.096
C 0.750 -1.245 -0.900
C -0.158 -2.428 -0.591
O -0.375 -3.305 -1.388
H -1.624 1.696 -0.040
H -0.617 2.029 2.135
H 0.602 2.881 1.175
H 1.769 -1.591 -1.107
H 0.388 -0.807 -1.839
H -0.629 -2.421 0.414
```

Gap between HOMO and LUMO in eV: 10.6
Calculated total energy in hartree: -344.506017
HOMO in Ha: -0.3666
Relative energy (zero: lowest compared OMol25 entry of this formula, charge and spin) in kJ/mol: 251.8
Max |F| in hartree/bohr: 0.0121
SMILES: O=CCC#CCO



# 8
The following is a quantum chemistry calculation of a molecular structure, C14H13CoN5O4S2, from OMol25.

Geometry as XYZ:
```
39
Properties=species:S:1:pos:R:3
Co -0.058 0.259 0.366
C 0.558 2.351 -4.676
S -0.757 2.916 -3.563
C -0.646 1.644 -2.356
S 0.821 1.494 -1.443
N -1.695 0.884 -2.158
N -1.557 0.095 -1.051
C -2.390 -0.856 -0.895
C -2.116 -1.752 0.245
C -3.077 -2.575 0.783
C -2.732 -3.363 1.879
C -1.440 -3.316 2.357
C -0.528 -2.458 1.747
N -0.855 -1.681 0.723
H 0.691 3.148 -5.404
H 0.262 1.438 -5.183
H 1.490 2.214 -4.131
H -3.210 -1.029 -1.589
H -4.077 -2.586 0.370
H -3.469 -4.002 2.347
H -1.127 -3.926 3.192
H 0.493 -2.384 2.100
C 3.674 0.258 1.627
C 2.438 0.452 2.436
N 1.197 0.527 1.981
C 0.369 0.743 3.070
C 1.126 0.792 4.195
N 2.420 0.609 3.770
C 0.870 0.946 5.658
O -0.383 1.052 6.041
O 1.817 0.946 6.403
C -1.096 0.944 2.835
O -1.859 1.006 3.791
O -1.426 1.032 1.594
H 3.410 -0.020 0.610
H 4.306 -0.523 2.049
H 4.258 1.179 1.591
H 3.203 0.618 4.410
H -1.013 1.043 5.261
```

Gap between HOMO and LUMO (alpha / beta) in eV: 7.9 / 5.2
Calculated total energy in hartree: -3295.010138
HOMO (alpha / beta) in Ha: -0.4592 / -0.4536
Expectation value of S²: 6.04
Total charge: +1
2S+1: 5
Max |F| in hartree/bohr: 0.0107